The following is a quantum chemistry calculation of C5H9NS in the gas phase in a non-equilibrium geometry, from the Open Molecules 2025 dataset.

## Properties
Kohn-Sham gap, eV: 9.6
E, eV: -17652.9321
SMILES string: C[C@@]12CSC[C@H]1N2
HOMO energy, eV: -8.678

Each line ends with the natural charge from an NBO analysis.
CARTESIAN COORDINATES (ANGSTROEM)
1 C 0.375 1.513 0.527  -0.625
2 C 0.112 0.464 -0.500  0.040
3 C 1.284 -0.571 -0.652  -0.484
4 S 0.917 -1.650 0.876  0.110
5 C -0.849 -1.021 1.087  -0.491
6 C -1.019 -0.450 -0.347  -0.097
7 N -1.128 0.748 -1.222  -0.554
8 H -0.582 1.764 1.000  0.220
9 H 1.069 1.087 1.257  0.217
10 H 0.779 2.402 0.059  0.226
11 H 1.273 -1.188 -1.556  0.220
12 H 2.302 -0.195 -0.513  0.220
13 H -1.561 -1.816 1.321  0.230
14 H -0.842 -0.263 1.869  0.218
15 H -1.018 -1.331 -0.997  0.179
16 H -1.112 0.508 -2.210  0.371


The following is a quantum chemistry calculation of a molecular structure, C45H35N7O4S4Sb2Se3Tl, from the Open Molecules 2025 dataset.

## Properties
Kohn-Sham gap (spin up / spin down), eV: 5.6 / 4.7
E, eV: -323003.0652
HOMO energy (spin up / spin down), eV: -2.188 / -2.186
Charge: -2
Spin multiplicity: 2

Each line ends with the Löwdin spin population.
CARTESIAN COORDINATES (ANGSTROEM)
1 Tl -1.174 0.552 -0.788  0.006
2 Se -2.261 -3.561 -1.387  0.059
3 Se 0.122 -4.268 -4.314  0.005
4 C 1.075 -4.034 -2.687  0.001
5 C 1.787 -5.081 -2.068  0.000
6 C 2.553 -4.808 -0.953  0.000
7 C 2.605 -3.508 -0.447  0.000
8 C 1.829 -2.547 -1.070  0.000
9 N 1.074 -2.807 -2.142  0.000
10 C -3.167 -2.336 -2.566  0.003
11 C -3.449 -2.758 -3.863  0.003
12 C -4.147 -1.889 -4.680  0.000
13 C -4.570 -0.665 -4.174  0.003
14 C -4.266 -0.361 -2.863  0.002
15 N -3.557 -1.176 -2.079  0.009
16 H 1.729 -6.075 -2.489  0.000
17 H 3.116 -5.602 -0.472  0.000
18 H 3.237 -3.248 0.395  0.000
19 H 1.796 -1.516 -0.721  0.000
20 H -3.104 -3.721 -4.213  0.000
21 H -4.362 -2.171 -5.703  0.000
22 H -5.120 0.038 -4.787  0.000
23 H -4.597 0.561 -2.397  0.003
24 S -6.124 -2.343 -0.265  0.254
25 Sb -4.454 -1.434 0.983  0.281
26 S -2.095 -2.369 0.384  0.151
27 S -4.394 0.873 0.826  0.204
28 Se 0.734 -1.259 -4.284  0.000
29 N 0.373 -0.447 -5.783  0.000
30 C -0.557 0.493 -5.493  0.000
31 C -1.122 1.417 -6.376  0.000
32 C -1.959 2.387 -5.861  0.000
33 C -2.224 2.417 -4.486  0.000
34 N -1.762 1.524 -3.628  0.000
35 C -0.961 0.556 -4.114  0.000
36 N -0.433 -0.394 -3.307  0.000
37 H -0.880 1.375 -7.431  0.000
38 H -2.392 3.142 -6.505  0.000
39 H -2.826 3.216 -4.060  0.000
40 S 0.318 2.857 1.493  0.001
41 C -0.972 3.908 1.301  0.000
42 N -2.243 3.420 1.146  0.001
43 C -3.338 4.175 0.897  0.003
44 C -3.244 5.526 0.818  0.000
45 C -1.969 6.108 1.013  0.000
46 C -0.875 5.332 1.254  0.000
47 H -2.390 2.412 1.235  0.000
48 H -4.261 3.622 0.778  0.004
49 H -4.116 6.126 0.602  0.000
50 H -1.859 7.184 0.951  0.000
51 H 0.111 5.756 1.384  0.000
52 O 2.704 0.908 -2.859  0.000
53 C 2.111 1.282 -1.839  0.000
54 O 1.522 0.614 -0.950  0.001
55 C 2.062 2.780 -1.581  0.000
56 C 3.204 3.434 -1.138  0.000
57 C 3.169 4.779 -0.787  0.000
58 C 1.994 5.501 -0.910  0.000
59 C 0.869 4.839 -1.372  0.000
60 C 0.876 3.493 -1.690  0.000
61 N -0.384 5.601 -1.525  0.000
62 O -1.384 4.999 -1.860  0.000
63 O -0.364 6.799 -1.291  0.000
64 H 4.130 2.874 -1.062  0.000
65 H 4.063 5.266 -0.416  0.000
66 H 1.934 6.548 -0.655  0.000
67 H -0.039 3.016 -2.021  0.000
68 C 5.438 -1.465 2.050  0.000
69 C 4.756 -0.528 1.288  0.000
70 C 3.372 -0.419 1.387  0.000
71 C 2.659 -1.251 2.253  0.000
72 C 3.354 -2.195 3.010  0.000
73 C 4.735 -2.301 2.912  0.000
74 Sb 0.521 -0.983 2.386  0.003
75 C 0.133 -3.068 2.795  0.001
76 C 0.769 -4.065 2.059  0.000
77 C 0.387 -5.396 2.183  0.000
78 C -0.636 -5.748 3.055  0.000
79 C -1.280 -4.762 3.793  0.000
80 C -0.902 -3.433 3.657  0.000
81 C 0.642 -0.483 4.506  0.001
82 C 0.862 -1.422 5.516  0.000
83 C 0.958 -1.032 6.846  0.000
84 C 0.833 0.308 7.193  0.000
85 C 0.614 1.253 6.201  0.000
86 C 0.516 0.860 4.869  0.000
87 H 6.516 -1.550 1.974  0.000
88 H 5.299 0.115 0.604  0.000
89 H 2.838 0.296 0.767  0.000
90 H 2.813 -2.858 3.675  0.000
91 H 5.263 -3.040 3.504  0.000
92 H 1.557 -3.804 1.358  0.000
93 H 0.883 -6.154 1.588  0.000
94 H -0.936 -6.785 3.152  0.000
95 H -2.089 -5.028 4.465  0.000
96 H -1.429 -2.671 4.223  0.000
97 H 0.960 -2.471 5.266  0.000
98 H 1.127 -1.777 7.616  0.000
99 H 0.903 0.612 8.231  0.000
100 H 0.514 2.300 6.461  0.000
101 H 0.347 1.612 4.106  0.000


The following is a quantum chemistry calculation of 3 unconnected molecules or ions with the total composition C6H13N2OS in a non-equilibrium geometry, from the Open Molecules 2025 dataset.

## Properties
Kohn-Sham gap (spin up / spin down), eV: 8.6 / 8.6
E, eV: -22285.3538
HOMO energy (spin up / spin down), eV: -12.008 / -12.008
Charge: +1

Each line ends with the natural charge from an NBO analysis.
CARTESIAN COORDINATES (ANGSTROEM)
1 C 1.548 -2.559 -1.131  -0.321
2 C 1.326 -1.237 -0.892  -0.260
3 C 0.752 0.894 2.093  -0.096
4 C 1.204 -0.165 3.038  -0.521
5 C -1.070 -0.882 0.000  0.088
6 C 1.082 -0.721 0.502  0.256
7 N -1.937 -0.267 -0.694  -0.716
8 N -0.748 1.430 -2.565  -1.132
9 O 1.145 0.590 0.803  -0.469
10 S 1.052 -1.658 1.932  0.327
11 H 1.718 -2.959 -2.083  0.228
12 H 1.336 -3.172 -0.293  0.199
13 H 1.199 -0.497 -1.655  0.227
14 H -0.365 0.840 2.127  0.183
15 H 1.002 1.899 2.307  0.237
16 H 2.262 -0.210 3.496  0.255
17 H 0.552 -0.366 3.913  0.261
18 H -1.284 -1.745 0.562  0.157
19 H -1.571 0.458 -1.423  0.456
20 H -3.005 -0.596 -0.539  0.410
21 H -1.340 2.190 -2.980  0.404
22 H -0.706 0.667 -3.252  0.408
23 H 0.067 1.891 -2.041  0.421